Formula: C22H21Cl2FeN2S3
Source: OMol25
Level of theory: wB97M-V/def2-TZVPD

Its expectation value of S² is 0.78. The value obtained for the total energy is -4339.1515 Ha. The max |F| is 0.5 eV/A. For the LUMO energy (spin up / spin down), the calculation gives 0.0 / 0.0 eV.

Geometry as ORCA input:
```
! RIJCOSX wB97M-V def2-TZVPD def2/J DEFGRID3
* xyz 0 2
Fe -0.15 0.54 -0.67
C 2.61 1.60 -0.58
N 1.85 0.31 -0.58
C 2.10 -0.41 0.68
C 1.38 0.29 1.82
N -0.06 0.54 1.49
C -0.89 -0.56 2.04
C -0.47 1.82 2.08
C -0.60 1.96 3.45
C -0.95 3.18 4.01
C -1.17 4.27 3.17
C -1.01 4.14 1.80
C -0.65 2.91 1.23
S -0.37 2.79 -0.49
C 2.27 -0.42 -1.78
C 3.36 -1.26 -1.80
C 3.75 -1.85 -2.99
C 3.05 -1.58 -4.16
C 1.95 -0.74 -4.13
C 1.54 -0.15 -2.94
S 0.11 0.87 -2.83
H 3.68 1.38 -0.49
H 2.28 2.24 0.22
H 2.41 2.11 -1.52
H 3.17 -0.44 0.91
H 1.74 -1.44 0.56
H 1.85 1.25 2.03
H 1.46 -0.31 2.73
H -0.80 -0.62 3.12
H -0.57 -1.50 1.60
H -1.93 -0.38 1.78
H -0.43 1.12 4.11
H -1.06 3.28 5.08
H -1.45 5.23 3.58
H -1.17 4.98 1.15
H 3.92 -1.47 -0.89
H 4.60 -2.52 -3.01
H 3.34 -2.05 -5.09
H 1.38 -0.55 -5.03
Cl -2.53 0.57 -0.73
C -3.02 -1.11 -0.77
C -4.38 -1.37 -0.73
C -4.81 -2.69 -0.76
C -3.88 -3.71 -0.83
C -2.52 -3.41 -0.86
Cl -1.41 -4.74 -0.94
C -2.03 -2.10 -0.84
S -0.32 -1.78 -0.89
H -5.08 -0.55 -0.69
H -5.87 -2.92 -0.74
H -4.18 -4.74 -0.85
*
```

Mulliken atomic charge list, values in e, 5 entries: 0.00, -1.44, 1.49, -0.93, -1.25